Record 1
DFT (ωB97M-V with the def2-TZVPD basis set) results for a cluster of 2 separate species, C4H11N2O in total in a non-equilibrium geometry.

Geometry (Å):
N -0.0037 2.2322 -1.3250
C 0.9819 -0.5276 0.7581
C 2.0580 -1.0149 -0.1473
C 0.1162 -1.6226 1.2350
N -0.9439 -1.0169 0.5115
C -1.6625 0.2314 0.6486
O 0.2963 -2.6767 1.7235
H -0.1230 1.8058 -2.2404
H -0.9479 2.2972 -0.9466
H 0.1976 3.2104 -1.5348
H 0.6848 0.5096 0.8325
H 1.3992 -1.4935 -0.8927
H 2.5890 -1.8785 0.2496
H 2.5939 -0.1978 -0.6144
H -1.3388 -1.5605 -0.2564
H -2.4372 0.2003 1.4264
H -1.1225 1.1566 0.7772
H -2.3373 0.3453 -0.2050

## Properties
Total charge: +1
Calculated total energy, eV: -9344.25705
Frontier orbital gap, eV: 8.632
Relative energy (zero: lowest compared OMol25 entry of this formula, charge and spin), kcal/mol: 106.07

=====

Record 2
DFT (ωB97M-V with the def2-TZVPD basis set) results for a structure of composition C26H34CaCl4N2O6S.

Geometry (Å):
Ca -1.1190 0.0092 0.4378
C -2.6794 -1.9867 2.7994
O -2.2398 -1.9306 1.4493
C -2.7529 -2.9844 0.6504
C -2.2375 -2.7929 -0.7642
O -2.3312 -1.4348 -1.1893
C -3.5926 -0.9558 -1.6217
C -4.3827 -0.3112 -0.5027
O -3.5548 0.6473 0.1278
C -4.2739 1.4493 1.0603
H -2.3059 -2.8910 3.2858
H -3.7732 -1.9741 2.8423
H -2.2836 -1.1103 3.3076
H -3.8490 -2.9729 0.6985
H -2.4059 -3.9524 1.0281
H -2.7891 -3.4402 -1.4537
H -1.1756 -3.0407 -0.8142
H -4.1742 -1.7613 -2.0811
H -3.3766 -0.2023 -2.3820
H -4.7254 -1.0420 0.2390
H -5.2680 0.1766 -0.9292
H -5.0578 2.0102 0.5431
H -3.5577 2.1208 1.5220
H -4.7291 0.8192 1.8314
Cl 0.6821 2.6002 7.4428
C 0.0894 2.2751 5.8390
C 0.5250 1.1482 5.1635
C 0.0342 0.9138 3.8958
Cl 0.5904 -0.4926 3.0167
C -0.8918 1.7485 3.2282
O -1.3374 1.4849 2.0469
C -1.2796 2.8798 3.9780
Cl -2.4013 3.9899 3.2476
C -0.8096 3.1464 5.2500
H 1.2343 0.4682 5.6127
H -1.1439 4.0294 5.7755
C 4.3037 -1.0005 -2.9068
S 3.7119 0.6963 -2.8042
C 5.2314 1.4794 -2.2459
H 5.0707 -1.1030 -3.6742
H 3.4596 -1.6403 -3.1611
H 4.6976 -1.3224 -1.9426
H 5.5566 1.0427 -1.3013
H 5.0276 2.5380 -2.0964
H 6.0222 1.3746 -2.9880
C 0.5974 0.7028 -4.9270
C -0.1364 1.2304 -3.7425
C -0.9875 2.3106 -3.6001
C -1.3553 2.3280 -2.2417
N -0.7612 1.3296 -1.6009
N -0.0263 0.6820 -2.5232
C -2.2709 3.2612 -1.5216
H 0.2556 1.2050 -5.8295
H 0.4337 -0.3689 -5.0481
H 1.6693 0.8771 -4.8216
H -1.2917 2.9950 -4.3739
H 0.5082 -0.1191 -2.2025
H -2.1636 4.2767 -1.9009
H -2.0535 3.2638 -0.4530
H -3.3138 2.9639 -1.6504
Cl 7.0766 -1.3498 1.3514
C 5.4176 -1.5872 0.8797
C 4.9883 -2.8556 0.5200
C 3.6684 -3.0313 0.1365
C 2.7897 -1.9543 0.1033
C 3.2412 -0.6934 0.4737
C 4.5563 -0.5023 0.8699
C 1.3589 -2.1703 -0.3413
O 0.9852 -3.3072 -0.6212
O 0.6273 -1.1152 -0.3982
H 5.6811 -3.6854 0.5416
H 3.2975 -4.0062 -0.1503
H 2.5555 0.1410 0.4421
H 4.9139 0.4737 1.1690

## Properties
Calculated total energy, eV: -122147.73452
Frontier orbital gap, eV: 7.972
Relative energy (zero: lowest compared OMol25 entry of this formula, charge and spin), kcal/mol: 2.73

=====

Record 3
DFT (ωB97M-V with the def2-TZVPD basis set) results for a structure of composition C41H32Cl3N4O4Ti in a non-equilibrium geometry.

Geometry (Å):
Ti -0.3189 -0.5218 -0.7209
O 1.3705 -0.9637 0.0431
C 1.8670 -1.8319 1.0033
C 0.7240 -2.7290 1.5535
C -0.3733 -1.9209 2.1803
C -0.7116 -2.1331 3.5121
C -1.7043 -1.3699 4.0898
C -2.3138 -0.3833 3.3385
C -1.9243 -0.1964 2.0209
C -2.5328 0.9002 1.1893
C -1.5173 1.9332 0.6174
O -0.5990 1.3272 -0.2102
C -2.3607 2.9353 -0.1983
C -3.2059 3.8582 0.4084
C -3.9906 4.7114 -0.3520
C -3.9404 4.6582 -1.7397
C -3.0911 3.7495 -2.3527
C -2.3069 2.8978 -1.5856
C -0.7893 2.7323 1.7032
C -1.2524 2.8974 3.0009
C -0.5800 3.7183 3.9022
C 0.5630 4.3935 3.5106
C 1.0405 4.2291 2.2142
C 0.3744 3.4030 1.3262
N -0.9986 -0.9839 1.4479
C 2.4175 -1.0500 2.1967
C 3.1771 -1.6882 3.1749
C 3.5952 -1.0026 4.3034
C 3.2573 0.3372 4.4694
C 2.5080 0.9781 3.4951
C 2.0915 0.2870 2.3622
C 2.9822 -2.6702 0.3716
C 2.9129 -4.0483 0.2211
C 3.9588 -4.7446 -0.3845
C 5.0741 -4.0709 -0.8439
C 5.1435 -2.6855 -0.7029
C 4.1079 -1.9973 -0.1006
H 0.3138 -3.3486 0.7531
H 1.1256 -3.4057 2.3088
H -0.1867 -2.8925 4.0728
H -1.9897 -1.5306 5.1223
H -3.0836 0.2480 3.7624
H -3.0349 0.4594 0.3238
H -3.3010 1.4095 1.7752
H -3.2418 3.9211 1.4901
H -4.6392 5.4255 0.1394
H -4.5514 5.3246 -2.3344
H -3.0328 3.7027 -3.4337
H -1.6167 2.2079 -2.0515
H -2.1514 2.3943 3.3274
H -0.9562 3.8260 4.9115
H 1.0872 5.0326 4.2097
H 1.9405 4.7416 1.8992
H 0.7443 3.2583 0.3204
H 3.4491 -2.7286 3.0415
H 4.1871 -1.5113 5.0536
H 3.5801 0.8751 5.3514
H 2.2342 2.0185 3.6116
H 1.5034 0.7801 1.5977
H 2.0469 -4.6165 0.5330
H 3.8689 -5.8167 -0.5018
H 5.8842 -4.6113 -1.3181
H 6.0095 -2.1459 -1.0656
H 4.1574 -0.9200 0.0083
O -2.2339 -0.7645 -1.4402
N -2.4902 -0.4992 -2.6648
N -1.4290 -0.2061 -3.3059
O -0.2737 -0.2246 -2.6949
C -1.4913 0.1449 -4.6970
C -0.3052 0.4502 -5.3275
C -0.3426 0.7947 -6.6733
C -1.5491 0.8259 -7.3551
C -2.7301 0.5126 -6.6917
C -2.7098 0.1691 -5.3503
H 0.6179 0.4125 -4.7695
H 0.5805 1.0346 -7.1832
H -1.5730 1.0927 -8.4025
H -3.6743 0.5334 -7.2186
H -3.6158 -0.0791 -4.8185
Cl 0.1237 -6.2745 -0.1764
C 0.1036 -5.0459 -2.6537
Cl 1.6737 -5.3685 -3.2133
Cl -1.2042 -5.8199 -3.4255
C -0.1390 -3.8595 -1.9452
N -0.3393 -2.8817 -1.3656

## Properties
Total charge: -1
Spin multiplicity: 3
Calculated total energy, eV: -117872.76270
Frontier orbital gap (alpha / beta), eV: 6.888 / 7.126
Expectation value of S²: 2.011
Relative energy (zero: lowest compared OMol25 entry of this formula, charge and spin), kcal/mol: 2.81